This record from OMol25 describes a structure of composition C34H46CsO6P2. The level of theory is ωB97M-V/def2-TZVPD.

Structure (XYZ):
```
89
Properties=species:S:1:pos:R:3:forces:R:3
Cs -1.647927 0.247241 0.032399 0.0 -0.2 0.0
C 1.663588 0.713469 1.437014 0.0 0.0 0.0
C 1.799949 1.222950 0.152952 0.0 0.0 0.0
C 1.140730 2.393228 -0.207406 0.0 0.0 0.0
C 0.334804 3.048603 0.714385 0.0 0.0 0.0
C 0.196017 2.539330 2.000101 0.0 0.0 0.0
C 0.866409 1.377810 2.362742 0.0 0.0 0.0
H 2.158848 -0.211416 1.704405 0.0 0.0 0.0
H 2.399238 0.691785 -0.575761 0.0 0.0 0.0
H 1.229462 2.780193 -1.215315 0.0 0.0 0.0
H -0.229743 3.923961 0.424062 0.0 0.0 0.0
H -0.466776 3.034833 2.697418 0.0 0.0 0.0
H 0.752462 0.977734 3.363696 0.0 0.0 0.0
C 0.172383 -2.667336 2.927564 0.0 -0.1 0.0
C -1.284386 -2.965621 3.222237 0.0 0.0 0.0
C -1.713223 -2.485856 4.595549 0.0 0.0 0.0
O -2.101344 -2.284477 2.249230 0.0 0.0 0.0
P -2.982220 -3.064111 1.153313 0.0 0.0 0.0
O -3.700926 -2.040530 0.361625 0.0 0.0 0.0
C -1.968701 -4.184964 0.272433 0.0 0.0 0.0
P -0.882723 -3.118975 -1.199391 0.0 0.0 0.0
O -0.012442 -2.335504 -0.247877 -0.1 0.1 0.0
O -0.692009 -2.152789 -2.609130 0.0 0.0 0.0
C -1.554417 -2.317187 -3.730924 0.0 0.0 0.0
C -2.980649 -1.899247 -3.407814 0.0 0.0 0.0
C -1.494781 -3.724024 -4.311857 0.0 0.0 0.0
O -0.077982 -4.470370 -1.708519 0.0 0.0 0.0
C 1.108792 -4.878342 -1.029937 0.0 0.0 0.0
C 1.214670 -6.384557 -1.179442 0.0 0.0 0.0
C 2.311627 -4.149846 -1.605272 0.0 0.0 0.0
O -3.968510 -3.989737 2.033598 0.0 0.0 0.0
C -5.050167 -3.368979 2.762674 0.0 0.0 0.0
C -6.268183 -3.252689 1.867649 0.0 0.0 0.0
C -5.305520 -4.233803 3.980602 0.0 0.0 0.0
H 0.815542 -3.270282 3.573898 0.0 0.0 0.0
H 0.381921 -1.611769 3.117755 0.0 0.0 0.0
H 0.396983 -2.868789 1.879158 0.0 0.0 0.0
H -1.470534 -4.041499 3.142066 0.0 0.0 0.0
H -1.571587 -1.405791 4.668463 0.0 0.0 0.0
H -1.114820 -2.968731 5.370184 0.0 0.0 0.0
H -2.764908 -2.707966 4.776959 0.0 0.0 0.0
H -2.584079 -4.912153 -0.255691 0.0 0.0 0.0
H -1.234541 -4.685743 0.906681 0.0 0.0 0.0
H -1.152556 -1.625794 -4.481314 0.0 0.0 0.0
H -3.399908 -2.533641 -2.623792 0.0 0.0 0.0
H -3.613755 -1.972373 -4.294986 0.0 0.0 0.0
H -3.015634 -0.866314 -3.058357 0.0 0.0 0.0
H -1.937907 -4.446973 -3.623697 0.0 0.0 0.0
H -0.462817 -4.026735 -4.488852 0.0 0.0 0.0
H -2.047300 -3.756554 -5.254360 0.0 0.0 0.0
H 1.020070 -4.618076 0.030880 0.0 0.0 0.0
H 1.278206 -6.651767 -2.236370 0.0 0.0 0.0
H 0.336315 -6.872246 -0.754853 0.0 0.0 0.0
H 2.105839 -6.758839 -0.670627 0.0 0.0 0.0
H 2.408447 -4.379600 -2.669323 0.0 0.0 0.0
H 3.228535 -4.456661 -1.094622 0.0 0.0 0.0
H 2.179528 -3.075464 -1.487484 0.0 0.0 0.0
H -4.727999 -2.370033 3.074780 0.0 0.0 0.0
H -6.581159 -4.246352 1.539589 0.0 0.0 0.0
H -6.032159 -2.647383 0.994975 0.0 0.0 0.0
H -7.092308 -2.788025 2.412910 0.0 0.0 0.0
H -5.605374 -5.235712 3.668026 0.0 0.0 0.0
H -6.104222 -3.804482 4.587927 0.0 0.0 0.0
H -4.408853 -4.321587 4.594271 0.0 0.0 0.0
C -3.130173 3.232772 0.624243 0.0 0.1 -0.1
C -3.048371 3.087701 -0.618460 0.0 0.0 0.1
C -2.872897 2.722998 -1.947359 0.0 0.0 0.1
C -3.856990 1.865835 -2.606465 0.0 0.0 0.0
C -4.758587 1.109137 -1.840037 0.0 0.0 0.0
C -5.695316 0.287234 -2.440187 0.0 0.0 0.0
C -5.786135 0.213378 -3.824998 0.0 0.0 0.0
C -4.921123 0.975305 -4.600244 0.0 0.0 0.0
C -3.968295 1.784080 -4.004262 0.0 0.0 0.0
C -1.628067 3.121164 -2.618235 0.0 0.0 0.0
C -1.030421 4.354428 -2.318737 0.0 0.0 0.0
C 0.175316 4.722471 -2.889498 0.0 0.0 0.0
C 0.835180 3.863861 -3.763000 0.0 0.0 0.0
C 0.270403 2.628639 -4.052280 0.0 0.0 0.0
C -0.944492 2.263359 -3.492865 0.0 0.0 0.0
H -4.711371 1.183408 -0.759949 0.0 0.0 0.0
H -6.350063 -0.310449 -1.818483 0.0 0.0 0.0
H -6.517915 -0.432252 -4.294412 0.0 0.0 0.0
H -4.988344 0.938808 -5.681377 0.0 0.0 0.0
H -3.311705 2.380308 -4.624441 0.0 0.0 0.0
H -1.536649 5.010512 -1.621175 0.0 0.0 0.0
H 0.610665 5.684559 -2.646057 0.0 0.0 0.0
H 1.782925 4.149513 -4.202121 0.0 0.0 0.0
H 0.784831 1.935578 -4.707150 0.0 0.0 0.0
H -1.357824 1.284816 -3.707544 0.0 0.0 0.0
```
Positions in Å, forces in eV/Å.

Values from the calculation:
- Total energy: -67418.6667 eV
- Total charge: -1
- Spin multiplicity: 1
- Relative energy (zero: lowest compared OMol25 entry of this formula, charge and spin): 0.644 eV